Record 1
DFT (wB97M-V/def2-TZVPD) results for a cluster of 3 separate species, C33H61F13NO6P2S4 in total at a distorted geometry.

XYZ file:
```
120
Properties=species:S:1:pos:R:3
C 2.31257 2.99662 -1.53418
C 1.65270 2.06134 -0.36888
O 0.23792 1.86137 -0.49509
C -0.22367 0.49383 -0.65218
S 0.66813 0.07980 -2.25160
N -0.10098 -0.38446 0.55574
C -0.25239 -1.87178 0.56739
C 0.56344 -2.73283 -0.51016
C 0.40506 -4.30770 -0.14196
C -1.07242 -4.86523 -0.42757
O -1.89386 -4.75215 0.78113
C -3.26634 -4.59769 0.44963
O -3.88910 -5.35995 -0.32702
C -1.01055 0.33466 1.55790
O -1.49415 -0.65678 2.52433
C -0.11429 1.23058 2.58319
C 1.08904 0.45829 3.28284
C 1.08444 0.33299 4.85921
F 1.41910 -1.05568 5.12316
F -0.21333 0.43995 5.47405
C 2.23062 1.13024 5.63786
F 2.24673 0.64561 6.97823
F 3.46992 0.67159 5.07718
S 2.22883 2.97511 5.52992
F 2.97539 3.02279 4.04342
F 3.73981 2.96784 6.29081
F 1.52890 3.02049 7.07181
F 0.69422 3.09433 4.90920
F 2.29312 4.63606 5.57132
C -2.32402 1.05847 0.88203
C -2.44301 2.65060 0.99479
C -2.56580 3.32677 2.44203
O -3.76831 4.18271 2.50441
C -4.28683 4.22085 3.83361
C -5.76313 3.79400 4.25652
O -3.49508 4.58660 4.74126
C -3.76682 0.49599 1.21775
F -4.73375 1.02705 0.28446
F -3.92314 -0.93749 1.08660
C -4.46152 0.80027 2.61016
F -3.77342 0.49919 3.79265
F -5.66606 0.00255 2.63598
C -1.84681 0.77283 -0.69918
P -2.18715 2.20053 -1.96546
S -1.87564 1.81449 -3.81222
P -2.57722 -0.66869 -1.68088
S -4.34114 -0.34295 -2.51286
H 3.11421 3.67429 -1.07615
H 1.52556 3.59961 -2.10163
H 2.84186 2.25970 -2.24786
H 1.81062 2.70914 0.58242
H 2.28921 1.12317 -0.15698
H 1.95804 -0.31196 -1.84294
H 0.93033 -0.30891 0.73672
H -1.31178 -2.28079 0.57783
H 0.21951 -2.23182 1.56392
H 0.01477 -2.61298 -1.52052
H 1.66000 -2.43562 -0.61067
H 0.71331 -4.50842 0.94703
H 1.11819 -4.94671 -0.78838
H -1.09045 -5.96275 -0.76251
H -1.56865 -4.26095 -1.27926
H -3.84439 -3.69784 0.88372
H -1.49149 -0.29418 3.43285
H -0.74582 1.68874 3.42451
H 0.33646 2.14814 2.04177
H 2.08172 0.94164 2.94125
H 1.12223 -0.60650 2.83239
H -1.54766 3.22902 0.55011
H -3.35430 3.07971 0.42485
H -2.61672 2.61907 3.32993
H -1.69359 4.05075 2.67182
H -6.38936 4.63422 4.69919
H -5.67965 2.95277 5.04050
H -6.36327 3.33574 3.38594
H -4.86075 1.88330 2.57693
H -1.49817 3.41028 -1.61836
H -3.59770 2.49193 -1.78248
H -1.78365 -1.11178 -2.79869
H -2.79461 -1.88095 -0.91039
C 4.82474 -1.47502 1.51927
C 4.98697 -1.56731 3.03151
C 6.38588 -1.18560 3.51527
C 7.52101 -2.08031 3.00799
C 7.37872 -3.56655 3.34115
C 7.38077 -3.85270 4.83667
H 5.48599 -2.17116 0.99825
H 3.79539 -1.72089 1.23429
H 5.04061 -0.46242 1.16492
H 4.72623 -2.57570 3.36731
H 4.26261 -0.89208 3.49918
H 6.38854 -1.17964 4.60994
H 6.59779 -0.15414 3.20974
H 8.46379 -1.71138 3.42623
H 7.61267 -1.97223 1.92207
H 8.21694 -4.10425 2.88461
H 6.47057 -3.97832 2.88904
H 8.29858 -3.48584 5.30332
H 7.31903 -4.92964 5.01467
H 6.52859 -3.38662 5.33801
C -2.46330 -0.40297 -6.61466
C -2.36967 0.79233 -7.55356
C -3.44388 0.79377 -8.64141
C -3.39536 -0.39070 -9.61150
C -2.07352 -0.56645 -10.36102
C -1.73118 0.60999 -11.26500
H -2.30801 -1.34626 -7.14446
H -1.69774 -0.33120 -5.83621
H -3.44048 -0.43830 -6.12470
H -1.37090 0.83084 -7.99987
H -2.47564 1.70793 -6.96082
H -3.37041 1.72936 -9.20547
H -4.43103 0.80815 -8.16498
H -4.20414 -0.27228 -10.34109
H -3.61528 -1.31563 -9.06831
H -2.14437 -1.46863 -10.97884
H -1.25222 -0.74209 -9.65895
H -2.52042 0.77879 -12.00227
H -0.80131 0.41243 -11.80543
H -1.59054 1.53070 -10.69307
```

As for the charge: +1. The calculation puts the HOMO energy at -10.7 eV. The calculation puts the LUMO energy at -0.145 Eh.


Record 2
DFT (wB97M-V/def2-TZVPD) results for a cluster of 8 separate species, C33H61FNO13S6 in total at a distorted geometry.

XYZ file:
```
115
Properties=species:S:1:pos:R:3
C -21.24915 -11.82158 13.30864
C -20.63542 -10.50883 12.82077
O -20.68551 -9.40739 13.51408
N -19.90552 -10.51214 11.36525
H -20.01913 -11.31168 10.82444
H -20.37686 -9.53906 10.90944
C -18.42735 -10.40357 11.47856
H -21.96922 -11.71579 14.18164
H -20.29495 -12.39880 13.73965
H -21.90087 -12.53292 12.57901
H -18.19552 -11.16839 12.43998
H -18.07214 -9.52553 11.60079
H -18.03605 -11.02040 10.69760
F -27.70917 -11.79335 13.82935
C -27.06328 -12.92357 14.22043
C -25.70681 -12.98077 13.96602
C -25.02642 -14.22580 14.26613
C -25.83377 -15.28210 14.73591
C -27.15401 -15.16651 14.99611
C -27.83223 -13.94655 14.68062
H -25.06815 -12.29151 13.66677
H -23.89788 -14.07022 14.18571
H -25.42787 -16.38771 15.06219
H -27.61524 -16.03678 15.35665
H -28.97853 -13.88759 14.64233
C -21.51401 -5.92229 18.27084
C -22.54343 -5.16286 17.54225
C -22.76661 -5.84471 16.30917
S -22.63823 -7.61405 16.77504
O -21.57655 -8.11459 15.98936
O -23.97140 -8.19803 16.77243
C -22.09465 -7.29252 18.49250
H -21.36334 -5.66644 19.23012
H -20.69924 -6.01398 17.61196
H -22.26156 -4.12176 17.38336
H -23.35039 -4.98937 18.04932
H -22.25032 -5.50094 15.53712
H -23.61099 -5.56273 15.92816
H -21.40164 -8.09458 18.44179
H -22.66368 -7.33296 19.37189
C -16.51308 -10.39162 16.87986
C -17.86018 -9.78324 16.61119
C -18.76803 -10.89833 16.88448
S -17.89210 -12.30059 16.06100
O -18.26994 -12.42623 14.69791
O -17.92178 -13.52708 16.93291
C -16.18185 -11.71431 16.10188
H -16.25646 -10.68565 17.90920
H -15.64527 -9.77297 16.77767
H -17.75767 -9.27095 15.68290
H -18.01919 -8.90345 17.29701
H -19.75548 -10.73768 16.54008
H -18.70990 -11.05571 18.01284
H -15.99813 -11.44786 15.25163
H -15.58952 -12.40239 16.59874
C -25.07881 -12.37882 8.54858
C -25.09864 -12.71854 10.05007
C -24.04664 -13.60555 10.28375
S -22.68034 -12.97343 9.40795
O -21.93824 -13.97992 8.75366
O -22.05011 -11.93510 10.20557
C -23.63733 -12.08620 8.19763
H -25.55443 -11.44409 8.39107
H -25.31394 -13.32885 7.89565
H -26.04010 -13.27465 10.08594
H -24.85079 -11.67175 10.48661
H -24.11227 -14.65068 9.83854
H -23.84793 -13.93004 11.18688
H -23.29763 -12.52214 7.26935
H -23.23878 -11.13331 8.33780
C -21.43901 -16.16118 18.35059
C -22.13361 -16.86074 17.19011
C -22.18901 -16.02359 16.10258
S -20.64285 -15.34619 15.96646
O -20.81627 -13.92241 15.62049
O -19.74926 -16.16650 15.12150
C -20.25101 -15.34727 17.64203
H -21.02640 -16.80264 18.96708
H -22.25035 -15.38206 18.95201
H -23.30120 -17.13213 17.51053
H -21.53919 -17.71953 16.96483
H -22.83769 -15.14450 16.24821
H -22.22108 -16.45780 14.98959
H -20.09260 -14.41880 17.97233
H -19.32036 -15.97438 17.65227
C -19.83461 -5.99490 7.48914
C -19.88358 -5.55332 8.91897
C -21.15727 -5.91254 9.44174
S -21.38166 -7.57687 8.86699
O -22.74552 -7.72432 8.50674
O -20.72410 -8.35133 9.88116
C -20.37231 -7.42381 7.47320
H -18.75905 -5.86395 7.01450
H -20.66143 -5.31062 6.83885
H -19.67355 -4.44582 8.93004
H -18.96223 -5.99876 9.53514
H -21.83547 -5.60576 8.96183
H -21.26669 -5.81983 10.56619
H -20.72973 -7.77428 6.51261
H -19.48905 -7.95865 7.57050
C -19.04433 -3.75337 12.57192
C -19.70697 -4.53318 13.73917
C -19.47199 -5.93007 13.52258
S -17.88516 -6.04450 12.74074
O -17.97188 -6.79292 11.49045
O -16.98684 -6.48329 13.78345
C -17.66252 -4.33112 12.40467
H -19.23282 -2.74824 12.71188
H -19.55179 -3.95691 11.78990
H -20.76239 -4.43954 13.94557
H -19.02928 -4.41879 14.58676
H -20.35289 -6.26725 12.82388
H -19.39642 -6.51255 14.40647
H -17.49474 -4.27966 11.37425
H -16.95192 -3.81783 12.88572
```

As for the charge: +1. The value obtained for the energy relative to the best compared isomer or geometry (same formula, charge and spin) is 274.6 kJ/mol. The calculation puts the HOMO energy at -11.2 eV. The calculation puts the LUMO energy at -0.071 Eh.


For each record above, in turn, the calculated frontier orbital gap values are 6.732; 9.254 eV.